79
Properties=species:S:1:pos:R:3:lowdin_charge:R:1 method="wB97M-V/def2-TZVPD" de_lowest_ev=0.242 charge=+1 homo_energy_ev=-10.134 orbital_gap_ev=7.9
H -1.478 4.733 3.528 0.0964
C 0.160 3.427 -2.368 -0.0546
H 0.940 3.653 -3.096 0.0728
H 2.251 3.953 2.994 0.1147
C -2.289 1.211 -4.206 -0.0510
C 3.452 -0.601 -3.622 -0.0280
C 2.862 -2.188 0.659 -0.1089
N 1.538 1.636 0.871 0.0532
H -4.405 -1.376 -1.735 0.0256
H 0.609 -0.620 4.567 0.0621
C -1.467 -3.308 0.252 -0.1583
H -0.473 4.310 -2.281 0.0880
H 4.261 -3.730 1.151 0.1141
O -0.652 -0.676 1.497 -0.1884
H -3.777 1.921 1.784 0.0889
H -4.556 -2.791 -0.701 0.0385
H 0.687 -2.421 -1.776 0.0852
N -2.165 3.234 2.192 -0.1246
H 2.520 1.448 0.710 0.0332
H -2.881 -0.771 -3.649 0.0925
N 1.401 -0.752 5.177 0.1890
N 0.125 2.975 2.162 0.1757
H 4.060 -3.286 3.628 0.1314
C -1.501 2.319 -3.902 -0.0382
H 3.477 -3.284 -5.282 0.1269
H -1.714 -4.368 0.169 0.0391
C -1.098 2.650 1.596 -0.4020
C -1.355 0.043 -2.344 -0.4261
H -2.109 1.739 0.256 0.0750
H -1.559 3.224 -4.489 0.1132
C 2.114 -2.566 -3.349 0.0318
N -1.182 -0.933 -1.424 -0.1405
H -1.866 -2.939 1.194 0.0244
H 1.278 -0.200 2.661 0.0771
C -2.020 -3.478 -2.724 -0.1604
C 2.498 -1.455 4.796 -0.4960
N -1.462 -0.209 2.395 -0.4990
C 3.503 -2.720 2.893 0.0254
H 0.628 3.231 -1.405 0.0329
C 1.950 -0.992 2.368 -0.0939
O -0.955 0.289 3.404 0.0188
H 4.232 -0.046 -4.119 0.1212
H -2.315 -3.002 -3.658 0.0211
H -0.996 -3.838 -2.850 0.0158
O -2.659 -0.245 2.179 0.0724
O 3.351 -1.833 5.572 0.0734
C 1.475 -1.919 -2.316 -0.1410
C 1.369 2.527 1.783 -0.4647
H -0.377 -3.236 0.322 0.0184
H -4.014 -1.262 -0.012 0.0199
H -3.057 4.058 3.872 0.0957
C 2.742 -0.066 -2.566 -0.6893
H 1.265 -0.646 6.168 0.1190
N 1.756 -0.666 -1.909 -0.0279
N 2.381 3.095 2.487 0.1870
C 3.612 -2.957 1.538 -0.0211
C -0.654 2.249 -2.809 -0.3176
H -2.649 -4.361 -2.596 0.0362
H -3.528 3.229 0.591 0.0996
N 2.039 -1.214 1.052 0.0340
N -0.567 1.122 -2.091 0.0299
H -4.208 3.598 2.166 0.0947
C -3.492 2.967 1.650 -0.0193
C -2.060 3.806 3.527 -0.0293
H 1.825 -3.574 -3.615 0.1267
H 3.328 2.816 2.300 0.1187
H -1.636 3.089 4.235 0.0997
C -3.953 -1.902 -0.893 -0.1518
C 3.122 -1.887 -4.033 -0.2947
Si -2.166 -2.363 -1.209 0.4179
C -2.244 0.073 -3.435 -0.0142
H 2.944 -2.353 -0.405 0.0937
H -2.966 1.253 -5.051 0.1147
Br 3.218 1.686 -2.035 0.8773
Sc 0.150 0.176 -0.195 0.9778
O 3.798 -2.401 -5.068 0.1146
H 0.098 3.530 2.998 0.1213
N -1.152 1.882 0.557 0.1066
C 2.641 -1.718 3.321 -0.0924